[1]
Entry from the Open Molecules 2025 dataset: 7 unconnected molecules or ions with the total composition C14H28Br14 in a non-equilibrium geometry (ωB97M-V/def2-TZVPD).

```
56
C14H28Br14, DFT ωB97M-V/def2-TZVPD
Br 3.83 -3.16 0.02
C 3.97 -3.51 1.93
C 2.71 -2.83 2.57
Br 1.04 -3.73 1.87
H 4.93 -3.07 2.21
H 3.80 -4.58 1.98
H 2.47 -1.83 2.22
H 2.70 -2.93 3.65
Br 2.32 0.39 -0.03
C 3.43 1.32 -1.35
C 3.65 0.46 -2.57
Br 4.93 1.33 -3.90
H 4.38 1.52 -0.84
H 3.00 2.32 -1.44
H 2.72 0.23 -3.09
H 4.11 -0.50 -2.34
Br 1.24 2.67 -3.73
C -0.58 3.43 -3.78
C -1.44 2.45 -3.00
Br -3.32 2.86 -3.11
H -0.94 3.49 -4.81
H -0.67 4.38 -3.25
H -1.17 2.46 -1.94
H -1.31 1.43 -3.34
Br 0.24 -0.68 3.80
C -0.38 0.54 2.42
C -1.39 -0.08 1.35
Br -2.34 1.34 0.29
H 0.45 1.10 2.00
H -0.97 1.34 2.87
H -2.05 -0.73 1.93
H -0.93 -0.69 0.58
Br -4.74 -1.79 1.74
C -5.83 -1.81 0.10
C -5.57 -3.08 -0.69
Br -3.60 -3.46 -1.06
H -5.43 -0.95 -0.45
H -6.88 -1.67 0.33
H -6.02 -2.94 -1.67
H -5.94 -3.98 -0.19
Br 1.79 2.76 3.67
C 0.76 4.42 4.33
C 1.12 5.58 3.26
Br 0.17 7.26 3.63
H 1.13 4.76 5.29
H -0.28 4.17 4.52
H 1.02 5.39 2.20
H 2.18 5.78 3.43
Br 0.13 -1.34 -3.19
C -0.13 -2.81 -1.79
C -0.43 -4.02 -2.56
Br -0.62 -5.54 -1.27
H -0.98 -2.44 -1.22
H 0.78 -2.74 -1.19
H 0.26 -4.42 -3.30
H -1.36 -3.85 -3.10
```

Total charge   +1
Energy relative to the best compared isomer or geometry (same formula, charge and spin)   0.0 kJ/mol
2S+1   2
HOMO-LUMO gap (spin up / spin down)   8.83 / 2.93 eV
DFT total energy   -36586.05300 hartree

***

[2]
Entry from the Open Molecules 2025 dataset: a molecular structure, C14H9F5HfNO4S6 in a non-equilibrium geometry (ωB97M-V/def2-TZVPD).

```
40
C14H9F5HfNO4S6, DFT ωB97M-V/def2-TZVPD
Hf 0.56 -0.65 -1.83
S 0.93 6.42 -3.46
C 0.86 4.81 -3.17
S -0.63 3.90 -3.14
C 0.07 2.32 -2.85
C 1.42 2.29 -2.70
S 2.43 0.91 -2.40
S 2.26 3.82 -2.86
S -1.03 0.97 -2.86
C -2.05 1.46 4.76
C -1.64 0.52 3.67
C -0.73 -0.51 3.91
C -0.32 -1.34 2.88
C -0.81 -1.13 1.60
C -1.73 -0.13 1.35
C -2.15 0.69 2.38
S -0.25 -2.14 0.23
O -1.03 -1.66 -0.95
O -0.49 -3.51 0.56
N 1.25 -1.86 -0.26
C 2.06 -0.98 0.55
C 1.32 0.37 0.69
O 1.51 1.10 1.63
O 0.47 0.57 -0.26
H -1.69 1.10 5.72
H -3.14 1.56 4.80
H -1.63 2.45 4.58
H -0.34 -0.65 4.90
H 0.39 -2.14 3.06
H -2.09 0.01 0.34
H -2.87 1.47 2.20
H 3.02 -0.84 0.04
H 2.25 -1.38 1.55
F 0.98 -0.94 -4.22
C 1.43 -2.28 -4.01
F 2.14 -2.06 -2.77
C 0.15 -2.97 -3.54
F 0.28 -3.50 -2.30
F -0.26 -3.96 -4.34
F -0.91 -2.10 -3.45
```

Total charge   -1
Energy relative to the best compared isomer or geometry (same formula, charge and spin)   307.3 kJ/mol
HOMO-LUMO gap   6.92 eV
DFT total energy   -3831.24903 hartree

***

[3]
Entry from the Open Molecules 2025 dataset: a molecular structure, C32H39BrN10O4RbS (ωB97M-V/def2-TZVPD).

```
88
C32H39BrN10O4RbS, DFT ωB97M-V/def2-TZVPD
Rb -0.37 1.36 0.89
N -2.43 0.02 -0.87
C -3.24 -1.18 -0.76
C -3.36 -1.62 0.70
N -2.10 -1.92 1.35
C -1.49 -3.16 0.89
C 0.02 -3.10 0.64
N 0.35 -2.29 -0.52
C -2.24 -1.87 2.80
C -0.92 -1.83 3.56
N -0.12 -0.71 3.09
H -2.70 0.68 -0.15
H -2.50 0.47 -1.77
H -2.79 -1.97 -1.36
H -4.27 -1.05 -1.13
H -4.05 -2.48 0.75
H -3.82 -0.79 1.24
H -1.97 -3.47 -0.04
H -1.69 -3.97 1.62
H 0.38 -4.14 0.56
H 0.51 -2.65 1.49
H 0.08 -2.75 -1.39
H 1.35 -2.12 -0.54
H -2.83 -2.73 3.17
H -2.79 -0.96 3.04
H -0.37 -2.76 3.43
H -1.17 -1.77 4.63
H 0.68 -0.49 3.67
H -0.72 0.10 3.06
N 1.61 0.16 -2.27
C 2.11 1.41 -2.57
C 3.43 1.61 -2.91
C 3.92 2.88 -3.25
C 3.10 3.98 -3.26
C 1.74 3.82 -2.88
C 0.84 4.91 -2.79
C -0.43 4.70 -2.33
C -0.81 3.39 -1.95
N -0.01 2.36 -2.05
C 1.25 2.55 -2.52
H 2.24 -0.38 -1.69
H 0.69 0.19 -1.87
H 4.10 0.76 -2.92
H 4.96 2.99 -3.52
H 3.47 4.96 -3.53
H 1.18 5.90 -3.06
H -1.13 5.51 -2.22
H -1.78 3.22 -1.50
N 8.25 4.01 2.06
C 6.92 3.57 1.91
C 6.22 3.05 3.00
C 4.93 2.58 2.84
C 4.33 2.63 1.60
C 5.01 3.15 0.51
C 6.30 3.61 0.66
S 2.67 2.05 1.36
O 2.06 2.96 0.42
O 2.03 1.97 2.65
N 2.75 0.65 0.61
C 3.29 -0.43 1.18
N 3.87 -0.40 2.41
C 4.38 -1.52 2.87
C 4.34 -2.72 2.18
C 3.76 -2.66 0.93
N 3.25 -1.56 0.41
H 8.47 4.30 3.00
H 8.53 4.70 1.38
H 6.70 3.01 3.97
H 4.38 2.16 3.67
H 4.51 3.19 -0.46
H 6.84 4.02 -0.19
H 4.83 -1.46 3.86
H 4.74 -3.64 2.59
H 3.69 -3.55 0.30
Br -5.94 6.00 6.08
C -5.05 4.94 4.78
C -4.77 3.61 5.06
C -4.12 2.85 4.10
C -3.75 3.40 2.88
C -4.04 4.73 2.62
C -4.69 5.51 3.57
C -3.04 2.55 1.83
O -2.77 3.09 0.74
O -2.79 1.36 2.15
H -5.06 3.19 6.01
H -3.88 1.81 4.29
H -3.75 5.14 1.67
H -4.92 6.55 3.37
```

Total charge   -1
Energy relative to the best compared isomer or geometry (same formula, charge and spin)   42.6 kJ/mol
HOMO-LUMO gap   7.34 eV
DFT total energy   -5087.81840 hartree

***

[4]
Entry from the Open Molecules 2025 dataset: a molecular structure, C19H24F9HgNO15S3 in a non-equilibrium geometry (ωB97M-V/def2-TZVPD).

```
72
C19H24F9HgNO15S3, DFT ωB97M-V/def2-TZVPD
Hg 0.02 0.90 0.30
C 1.63 -4.91 1.25
F 2.18 -6.05 1.70
F 0.64 -5.19 0.41
F 1.07 -4.17 2.24
S 2.97 -3.89 0.30
O 3.36 -2.87 1.28
O 4.09 -4.72 -0.10
N 1.91 -3.06 -0.91
S 2.06 -3.97 -2.21
O 2.20 -5.38 -1.98
O 0.99 -3.58 -3.14
C 3.70 -3.43 -3.18
F 3.65 -3.76 -4.47
F 3.99 -2.12 -3.07
F 4.68 -4.17 -2.64
C -4.95 7.16 -0.14
F -3.93 7.28 0.75
F -6.09 7.33 0.47
F -4.79 7.96 -1.16
S -4.87 5.26 -0.67
O -3.52 4.85 -0.23
O -5.94 4.51 0.03
O -4.96 5.23 -2.15
O 4.74 2.52 1.48
C 5.96 2.23 1.56
O 6.49 1.44 0.75
C 7.67 0.72 1.20
C 8.00 1.44 2.43
C 6.95 2.54 2.61
H 8.55 0.86 0.58
H 7.49 -0.34 1.32
H 9.02 1.82 2.44
H 7.90 0.75 3.27
H 7.19 3.58 2.40
H 6.53 2.61 3.62
O -4.94 -1.74 -0.77
C -5.81 -2.53 -1.11
O -5.57 -3.92 -1.25
C -6.70 -4.56 -1.83
C -7.98 -3.54 -1.82
C -7.23 -2.19 -1.57
H -6.95 -5.42 -1.21
H -6.44 -4.82 -2.85
H -8.75 -3.85 -1.12
H -8.50 -3.42 -2.77
H -7.74 -1.47 -0.92
H -7.01 -1.62 -2.48
O 0.16 0.70 5.77
C 0.38 1.00 6.93
O 1.24 2.02 7.24
C 1.55 1.99 8.56
C 0.94 0.76 9.19
C -0.26 0.50 8.22
H 1.14 2.90 9.00
H 2.64 2.01 8.68
H 0.63 0.91 10.22
H 1.59 -0.11 9.30
H -1.10 1.14 8.47
H -0.40 -0.57 8.15
O -0.15 1.80 -4.71
C -0.66 1.72 -5.87
O -1.85 1.19 -6.03
C -2.07 0.70 -7.34
C -0.85 1.10 -8.13
C -0.12 2.12 -7.23
H -2.88 1.31 -7.73
H -2.26 -0.38 -7.31
H -1.06 1.52 -9.11
H -0.27 0.18 -8.25
H -0.24 3.16 -7.54
H 0.96 2.03 -7.12
```

Energy relative to the best compared isomer or geometry (same formula, charge and spin)   1269.5 kJ/mol
HOMO-LUMO gap   1.75 eV
DFT total energy   -4168.09109 hartree

***

Among the records above, which one has the lowest DFT total energy?
C14H28Br14